Entry P
C8H7F5N2OS2SbSe4Tc as an isolated structure. Source: the OMol25 dataset; level of theory: ωB97M-V/def2-TZVPD.

Each line ends with the Mulliken charge.
Positions of all 31 atoms, in Å:
1 Tc 0.702 -1.686 -0.335  0.607
2 F -5.111 1.813 0.248  -0.248
3 C -4.254 0.860 -0.034  0.644
4 C -2.931 0.994 0.346  -0.239
5 F -2.519 2.072 0.999  -0.267
6 C -2.069 -0.019 0.034  0.397
7 F -0.770 0.096 0.424  0.040
8 C -2.433 -1.139 -0.674  0.324
9 S -1.238 -2.314 -1.218  -0.181
10 C -3.768 -1.262 -1.021  0.228
11 F -4.184 -2.327 -1.684  -0.276
12 C -4.676 -0.274 -0.697  0.184
13 F -5.946 -0.397 -1.027  -0.237
14 Se 4.037 -4.668 2.292  -0.199
15 Sb 4.058 -2.586 1.353  0.690
16 Se 2.079 -0.017 -1.277  -0.040
17 Se 1.642 -3.410 -1.607  0.274
18 Se 3.823 -3.451 -1.412  -0.108
19 N 2.420 4.155 -0.093  -0.381
20 C 2.328 3.007 -0.743  0.971
21 N 2.606 2.930 -2.026  -0.316
22 S 1.823 1.637 0.207  -0.210
23 H 2.696 5.008 -0.555  0.215
24 H 2.218 4.211 0.892  0.196
25 H 2.883 3.740 -2.557  0.235
26 H 2.526 2.060 -2.522  0.038
27 C 0.780 -1.785 2.597  -0.501
28 O 1.383 -2.268 1.340  -0.541
29 H 0.213 -2.587 3.053  0.297
30 H 0.124 -0.934 2.406  0.127
31 H 1.558 -1.462 3.292  0.276

- total charge = +2
- HOMO level (alpha / beta) (eV) = -14.4630 / -14.4640
- molar mass (u) = 841.88
- multiplicity = 1
- HOMO-LUMO gap (alpha / beta) (eV) = 5.42 / 5.42



Entry Q
C8H7F5N2OS2SbSe4Tc as an isolated structure. Source: the OMol25 dataset; level of theory: ωB97M-V/def2-TZVPD.

Each line ends with the Mulliken charge.
Positions of all 31 atoms, in Å:
1 Tc -0.091 0.467 0.907  0.766
2 F -2.645 0.816 -5.372  -0.241
3 C -1.825 0.678 -4.358  0.482
4 C -1.800 1.643 -3.355  0.104
5 F -2.594 2.696 -3.424  -0.256
6 C -0.936 1.485 -2.290  0.389
7 F -0.896 2.421 -1.334  -0.320
8 C -0.094 0.380 -2.198  0.401
9 S 1.131 0.229 -0.945  -0.266
10 C -0.135 -0.573 -3.213  0.167
11 F 0.666 -1.631 -3.145  -0.286
12 C -0.989 -0.433 -4.290  0.255
13 F -1.017 -1.342 -5.244  -0.242
14 Se 0.007 -2.471 5.608  -0.149
15 Sb -1.140 -0.465 6.626  0.547
16 Se 0.026 -0.176 3.178  0.552
17 Se -1.754 0.712 4.295  -0.110
18 Se 1.349 -0.631 6.280  -0.121
19 N 2.855 -2.035 0.755  -0.329
20 C 3.292 -0.811 0.970  0.844
21 N 4.527 -0.464 0.677  -0.403
22 S 2.288 0.413 1.765  -0.245
23 H 3.426 -2.741 0.310  0.209
24 H 1.911 -2.284 1.000  0.177
25 H 5.214 -1.125 0.343  0.222
26 H 4.831 0.486 0.829  0.227
27 C -3.202 0.961 1.142  -0.735
28 O -1.808 0.780 0.925  -0.624
29 H -3.371 2.025 1.299  0.345
30 H -3.508 0.382 2.012  0.313
31 H -3.716 0.611 0.248  0.325

- total charge = +2
- HOMO level (alpha / beta) (eV) = -14.0603 / -14.0606
- molar mass (u) = 841.88
- multiplicity = 1
- HOMO-LUMO gap (alpha / beta) (eV) = 5.04 / 5.05



Of them, the most stable is entry P and the least stable is entry Q.



Entry P
A 2-piece molecular cluster, CH2NO2S2 overall. Source: the OMol25 dataset; level of theory: ωB97M-V/def2-TZVPD.

Each line ends with the Mulliken charge.
Positions of all 8 atoms, in Å:
1 C 1.575 0.662 -0.110  -0.064
2 N 1.056 -0.495 -0.114  -0.091
3 O -1.666 -0.738 -0.234  -0.683
4 O -3.546 0.865 -0.095  -0.509
5 S 3.155 1.193 0.153  -0.365
6 S -2.324 0.415 0.518  0.184
7 H 1.624 -1.405 -0.038  0.219
8 H 0.126 -0.495 -0.080  0.308

- total charge = -1
- HOMO level (alpha / beta) (eV) = -4.7164 / -2.0132
- molar mass (u) = 124.17
- multiplicity = 1
- HOMO-LUMO gap (alpha / beta) (eV) = 8.04 / 4.36



Entry Q
An isolated ion of composition CH2NO2S2 and charge -1. Source: the OMol25 dataset; level of theory: ωB97M-V/def2-TZVPD.

Each line ends with the Mulliken charge.
Positions of all 8 atoms, in Å:
1 C 2.291 -0.316 1.400  -0.236
2 N 1.779 -0.233 -1.508  -0.530
3 O 2.242 1.756 -0.620  -0.633
4 O 4.057 0.159 -0.461  -0.571
5 S 2.610 -1.802 1.494  -0.399
6 S 2.704 0.451 -0.237  0.984
7 H 0.750 0.097 -1.250  0.215
8 H 1.756 -1.044 -2.062  0.170

- structure (SMILES) = N[S@](=O)([O-])=C=S
- total charge = -1
- HOMO level (eV) = -2.5573
- molar mass (u) = 124.17
- multiplicity = 1
- HOMO-LUMO gap (eV) = 6.20



Of them, the most stable is entry P and the least stable is entry Q.



Entry P
A 2-piece molecular cluster, C3H7N2P overall. Source: the OMol25 dataset; level of theory: ωB97M-V/def2-TZVPD.

Each line ends with the Mulliken charge.
Positions of all 13 atoms, in Å:
1 C -1.479 0.503 -0.053  -0.278
2 C -0.999 -0.701 0.391  -0.366
3 C -0.708 0.888 -1.139  -0.219
4 N 0.167 -0.239 -1.326  -0.061
5 N 0.040 -1.147 -0.323  -0.555
6 P 1.811 -1.554 1.476  0.000
7 H -2.243 1.168 0.324  0.371
8 H -1.289 -1.241 1.279  0.450
9 H -1.363 0.934 -2.060  0.209
10 H -0.025 1.858 -1.127  0.214
11 H 0.620 -0.319 -2.214  0.229
12 H 1.829 -0.196 1.954  0.010
13 H 2.883 -1.401 0.744  -0.005

- HOMO level (alpha / beta) (eV) = -7.1798 / -7.1451
- molar mass (u) = 102.08
- multiplicity = 1
- HOMO-LUMO gap (alpha / beta) (eV) = 7.20 / 7.20



Entry Q
One molecule with the formula C3H7N2P. Source: the OMol25 dataset; level of theory: ωB97M-V/def2-TZVPD.

Each line ends with the Mulliken charge.
Positions of all 13 atoms, in Å:
1 C 1.193 -0.846 0.006  0.197
2 C 2.572 -0.599 -0.115  -0.876
3 C -1.356 1.506 -0.018  -0.619
4 N 0.260 0.124 -0.044  -0.479
5 N -1.062 0.106 -0.143  0.344
6 P -2.566 -0.793 -0.121  -0.131
7 H 0.764 -1.902 0.283  0.225
8 H 3.132 0.201 -0.442  0.311
9 H 3.340 -1.306 0.117  0.267
10 H -0.627 2.158 -0.676  0.254
11 H -2.501 1.595 -0.256  0.262
12 H -1.140 1.935 1.057  0.235
13 H -2.009 -2.180 0.350  0.010

- HOMO level (alpha / beta) (eV) = -7.8369 / -7.7784
- molar mass (u) = 102.08
- multiplicity = 1
- HOMO-LUMO gap (alpha / beta) (eV) = 7.01 / 7.22



Of them, the most stable is entry P and the least stable is entry Q.



Entry P
A 7-piece molecular cluster, C2H16O6 overall. Source: the OMol25 dataset; level of theory: ωB97M-V/def2-TZVPD.

Each line ends with the Mulliken charge.
Positions of all 24 atoms, in Å:
1 C 3.797 2.414 1.366  -0.319
2 C 4.995 2.962 1.239  -0.525
3 H 3.284 2.079 0.483  0.187
4 H 3.271 2.485 2.308  0.194
5 H 5.675 2.995 0.397  0.251
6 H 5.400 3.580 2.038  0.200
7 H -0.756 -1.817 -1.730  0.321
8 H -1.747 -2.820 -2.276  0.305
9 O -1.701 -2.050 -1.699  -0.597
10 H 2.197 -1.175 -2.155  0.320
11 H 1.552 -0.596 -0.994  0.381
12 O 1.430 -1.360 -1.597  -0.664
13 H -3.096 0.156 -1.398  0.298
14 H -2.592 -0.289 -0.001  0.313
15 O -2.826 0.474 -0.533  -0.619
16 H 1.357 0.647 1.266  0.384
17 H 1.886 -0.797 0.893  0.318
18 O 2.013 0.146 0.745  -0.706
19 H -6.183 -2.033 -0.905  0.318
20 H -4.748 -2.501 -0.890  0.309
21 O -5.567 -2.560 -0.383  -0.630
22 H -0.690 1.870 1.148  0.330
23 H -1.077 0.420 1.304  0.297
24 O -0.414 1.062 1.599  -0.667

- structure (SMILES) = C=C.O.O.O.O.O.O
- HOMO level (eV) = -9.8052
- molar mass (u) = 136.14
- multiplicity = 1
- HOMO-LUMO gap (eV) = 10.13



Entry Q
A 6-piece molecular cluster, C2H16O6 overall. Source: the OMol25 dataset; level of theory: ωB97M-V/def2-TZVPD.

Each line ends with the Mulliken charge.
Positions of all 24 atoms, in Å:
1 C -0.664 -2.513 2.325  -0.219
2 O -0.864 -1.187 1.786  -0.476
3 C 0.093 -3.373 1.335  -1.080
4 H -0.060 -2.429 3.229  0.248
5 H -1.690 -2.845 2.392  0.269
6 H -0.009 -0.828 1.522  0.253
7 H -0.415 -3.405 0.372  0.283
8 H 1.097 -2.973 1.180  0.345
9 H 0.140 -4.416 1.652  0.359
10 H 2.509 2.575 -1.577  0.287
11 H 1.208 1.887 -1.200  0.414
12 O 2.082 2.107 -0.852  -0.640
13 H -2.011 0.987 -4.298  0.309
14 H -1.321 -0.030 -3.519  0.333
15 O -1.998 0.028 -4.206  -0.633
16 H -0.838 1.919 -1.613  0.352
17 H -0.358 2.674 -2.687  0.324
18 O -0.365 1.735 -2.449  -0.695
19 H 2.154 2.586 1.029  0.354
20 H 1.789 1.803 2.369  0.313
21 O 1.497 2.461 1.737  -0.677
22 H -1.322 0.643 0.498  0.314
23 H -0.154 1.590 0.832  0.370
24 O -0.500 1.005 0.144  -0.706

- structure (SMILES) = CCO.O.O.O.O.O
- HOMO level (eV) = -10.4582
- molar mass (u) = 136.14
- multiplicity = 1
- HOMO-LUMO gap (eV) = 10.83



Entry R
A 6-piece molecular cluster, C2H16O6 overall. Source: the OMol25 dataset; level of theory: ωB97M-V/def2-TZVPD.

Each line ends with the Mulliken charge.
Positions of all 24 atoms, in Å:
1 C 18.941 -24.749 -2.257  -0.585
2 O 18.494 -25.006 -3.565  -0.461
3 H 18.488 -25.476 -1.569  0.251
4 H 20.028 -24.820 -2.133  0.232
5 H 18.628 -23.767 -1.907  0.239
6 H 18.549 -25.960 -3.735  0.389
7 C 17.492 -26.239 -7.688  -0.405
8 O 16.637 -27.354 -7.905  -0.514
9 H 17.701 -26.053 -6.632  0.088
10 H 18.483 -26.404 -8.134  0.232
11 H 17.071 -25.366 -8.177  0.273
12 H 17.054 -28.105 -7.447  0.378
13 O 19.912 -29.188 -2.643  -0.698
14 H 20.628 -28.595 -2.382  0.328
15 H 20.356 -29.965 -3.005  0.323
16 O 17.815 -29.442 -6.479  -0.690
17 H 17.502 -30.179 -5.937  0.296
18 H 18.296 -29.856 -7.208  0.309
19 O 18.318 -27.697 -4.332  -0.871
20 H 18.876 -28.298 -3.780  0.488
21 H 18.138 -28.194 -5.154  0.315
22 O 15.762 -28.413 -3.226  -0.629
23 H 16.655 -28.309 -3.611  0.407
24 H 15.713 -29.333 -2.944  0.305

- structure (SMILES) = CO.CO.O.O.O.O
- HOMO level (eV) = -9.5584
- molar mass (u) = 136.14
- multiplicity = 1
- HOMO-LUMO gap (eV) = 9.22



Of them, the most stable is entry Q and the least stable is entry P.



Entry P
H31O16 as an isolated structure. Source: the OMol25 dataset; level of theory: ωB97M-V/def2-TZVPD.

Each line ends with the Mulliken charge.
Positions of all 47 atoms, in Å:
1 O -0.810 0.931 0.976  -0.544
2 H -4.020 2.371 2.832  0.301
3 H 3.108 0.784 1.883  0.226
4 O 2.106 -2.076 3.427  -0.650
5 H -1.105 0.685 1.866  0.291
6 H -1.211 0.206 0.443  0.246
7 O -3.059 -0.515 2.229  -0.602
8 H 2.465 -1.427 2.744  0.308
9 H 2.068 -0.430 1.179  0.354
10 O 2.258 0.323 2.150  -0.374
11 H 4.103 2.196 3.199  0.302
12 H 1.637 -1.505 4.038  0.318
13 O 3.437 2.889 3.247  -0.606
14 H -0.295 0.188 -2.432  0.343
15 H 1.276 0.382 3.296  0.303
16 O 4.378 -1.604 -1.398  -0.628
17 H 4.106 -2.253 -2.068  0.314
18 H 3.518 -1.198 -1.117  0.320
19 O -4.339 1.161 -2.234  -0.595
20 H -4.480 0.427 -1.616  0.305
21 H -5.015 1.819 -2.062  0.304
22 O -2.474 3.478 -3.433  -0.622
23 H -2.981 3.030 -2.765  0.316
24 H -2.788 -1.347 1.800  0.255
25 O 0.738 -1.091 -5.079  -0.660
26 H 0.396 -1.169 -4.139  0.390
27 O -0.366 -3.747 -4.128  -0.642
28 H -0.710 -3.308 -3.339  0.305
29 H -0.493 -3.075 -4.818  0.340
30 O 1.929 -1.229 0.392  -0.670
31 H -2.940 -0.578 3.181  0.308
32 H 2.613 2.323 3.331  0.388
33 O 0.839 0.844 4.041  -0.676
34 H 1.457 1.385 -1.860  0.296
35 H 0.328 1.556 3.620  0.313
36 O -0.569 -2.005 1.217  -0.556
37 H -0.074 -2.500 1.980  0.357
38 H 0.265 -1.563 0.967  0.365
39 O -4.011 2.855 1.980  -0.625
40 H -1.476 -0.771 -2.786  0.271
41 H -3.122 2.633 1.698  0.325
42 O -0.502 -0.702 -2.848  -0.623
43 H 1.592 -1.531 -5.134  0.303
44 H -1.574 3.175 -3.498  0.301
45 O 0.662 1.129 -1.363  -0.617
46 H 2.254 -2.012 0.875  0.346
47 H 0.879 0.865 -0.471  0.273

- HOMO level (alpha / beta) (eV) = -10.6010 / -10.6010
- molar mass (u) = 287.23
- multiplicity = 2
- HOMO-LUMO gap (alpha / beta) (eV) = 9.82 / 4.44



Entry Q
A 16-piece molecular cluster, H31O16 overall. Source: the OMol25 dataset; level of theory: ωB97M-V/def2-TZVPD.

Each line ends with the Mulliken charge.
Positions of all 47 atoms, in Å:
1 O 4.169 -1.972 2.372  -0.627
2 H 1.356 1.095 4.654  0.293
3 H 4.790 2.978 2.813  0.319
4 O -3.492 -0.303 -0.538  -0.420
5 H 3.243 -1.804 2.558  0.274
6 H 4.186 -2.866 2.018  0.331
7 O 0.251 -2.908 -2.956  -0.605
8 H -3.419 0.453 0.049  0.277
9 H 4.672 3.394 1.408  0.313
10 O 4.159 3.412 2.225  -0.628
11 H -0.677 2.484 0.387  0.191
12 H -4.295 -0.779 -0.305  0.232
13 O 1.559 0.160 4.631  -0.621
14 H -3.535 4.062 -2.148  0.310
15 H -2.677 0.487 -2.626  0.321
16 O -0.531 -2.049 0.146  -0.982
17 H 0.354 -1.621 1.605  0.373
18 H -1.337 -0.507 1.965  0.306
19 O -0.475 3.956 2.456  -0.611
20 H -0.405 4.006 1.501  0.312
21 H 0.416 3.832 2.794  0.326
22 O 1.560 -4.196 -0.487  -0.653
23 H 1.769 -3.622 -1.238  0.298
24 H 0.169 -2.370 -3.758  0.321
25 O 0.710 1.155 -2.466  -0.648
26 H -0.119 1.635 -2.330  0.291
27 O -3.723 3.769 -1.252  -0.638
28 H 0.768 -0.369 4.506  0.336
29 H -2.963 3.210 -1.043  0.359
30 O 0.409 -1.525 2.574  -0.602
31 H -0.369 -2.420 -2.396  0.467
32 H 1.301 -1.733 2.857  0.277
33 O -3.298 0.708 -3.316  -0.614
34 H -1.565 1.429 0.304  0.354
35 H -1.185 -1.650 -0.660  0.238
36 O 2.717 -1.188 -2.233  -0.612
37 H -1.320 -0.387 0.436  0.578
38 H 0.373 -1.888 -0.160  0.285
39 O -1.838 -1.477 -1.856  -0.418
40 H -2.881 0.540 -4.165  0.297
41 H 2.154 -1.769 -2.759  0.329
42 O -1.214 2.103 -0.326  -0.584
43 H 0.678 0.552 -1.714  0.319
44 H 1.052 -3.575 0.051  0.399
45 O -1.752 -0.025 1.238  -0.666
46 H 2.909 -0.432 -2.799  0.294
47 H -2.656 -1.988 -2.018  0.307

- HOMO level (alpha / beta) (eV) = -11.0788 / -11.0784
- molar mass (u) = 287.23
- multiplicity = 2
- HOMO-LUMO gap (alpha / beta) (eV) = 10.69 / 6.43



Of them, the most stable is entry Q and the least stable is entry P.



Entry P
A 2-piece molecular cluster, C2O3 overall. Source: the OMol25 dataset; level of theory: ωB97M-V/def2-TZVPD.

Each line ends with the Mulliken charge.
Positions of all 5 atoms, in Å:
1 C 0.433 -1.324 0.023  0.676
2 C -0.697 1.570 0.244  0.118
3 O -0.645 2.492 -0.374  -0.134
4 O 1.060 -0.789 -0.764  -0.329
5 O -0.087 -2.040 0.746  -0.331

- HOMO level (eV) = -12.9501
- molar mass (u) = 72.02
- multiplicity = 1
- HOMO-LUMO gap (eV) = 13.62



Entry Q
A 2-piece molecular cluster, C2O3 overall. Source: the OMol25 dataset; level of theory: ωB97M-V/def2-TZVPD.

Each line ends with the Mulliken charge.
Positions of all 5 atoms, in Å:
1 C 1.020 0.061 -1.172  0.713
2 C -1.463 0.023 1.225  0.151
3 O 1.189 0.679 -0.225  -0.334
4 O -1.646 -0.215 2.321  -0.163
5 O 0.900 -0.547 -2.149  -0.367

- HOMO level (eV) = -12.9124
- molar mass (u) = 72.02
- multiplicity = 1
- HOMO-LUMO gap (eV) = 13.54



Of them, the most stable is entry Q and the least stable is entry P.